[1]
Below is a single C3H2Cl2O2 molecule, with properties calculated with ωB97M-V with the def2-TZVPD basis set.

## Properties
E ... -1186.32589 hartree
Orbital gap ... 9.42 eV
SMILES string ... O=CC(=O)C(Cl)Cl
ΔE to the lowest compared entry with this formula, charge and spin ... 1.769 eV
Molar mass ... 141.0 g/mol

Geometry as XYZ:
```
9
C3H2Cl2O2 (ωB97M-V with the def2-TZVPD basis set)
O 1.217 -0.843 0.237
C 0.537 -1.755 0.523
C -0.959 -1.735 -0.056
O -1.551 -2.672 -0.545
C -1.327 -0.270 0.262
Cl -2.839 0.212 -0.611
Cl -1.449 -0.198 2.079
H 0.989 -2.735 1.006
H -0.571 0.416 0.080
```

So, what does the Mulliken scheme give us? The charges, in e, come out as:
1 O -0.38
2 C 0.03
3 C 0.45
4 O -0.46
5 C 0.00
6 Cl -0.15
7 Cl -0.13
8 H 0.29
9 H 0.35



[2]
Below is 2 unconnected molecules or ions with the total composition C15H16BN, with properties calculated with ωB97M-V with the def2-TZVPD basis set.

## Properties
E ... -660.70878 hartree
Orbital gap ... 6.94 eV
SMILES string ... Cc1ccc(Cc2ccccc2)cc1.BC#N
Molar mass ... 221.1 g/mol

Geometry as XYZ:
```
33
C15H16BN (ωB97M-V with the def2-TZVPD basis set)
C 2.588 -4.390 0.992
C 1.703 -3.210 0.663
C 0.340 -3.326 0.985
C -0.523 -2.276 0.714
C -0.037 -1.085 0.111
C -1.149 -0.082 -0.165
C -1.088 1.126 -1.094
C -2.307 1.812 -1.242
C -2.454 2.895 -2.106
C -1.343 3.323 -2.870
C -0.094 2.684 -2.697
C 0.019 1.566 -1.835
C 1.356 -0.895 -0.052
C 2.207 -2.011 0.118
H 3.603 -4.303 0.582
H 2.665 -4.583 2.078
H 2.176 -5.321 0.575
H -0.008 -4.244 1.477
H -1.577 -2.361 1.028
H -2.068 -0.675 -0.482
H -1.389 0.284 0.832
H -3.129 1.557 -0.581
H -3.423 3.406 -2.201
H -1.450 4.184 -3.557
H 0.782 3.046 -3.275
H 1.000 1.127 -1.674
H 1.794 0.098 -0.214
H 3.280 -1.952 -0.118
B 0.141 2.507 3.266
C -0.803 3.417 2.489
N -1.572 3.875 1.695
H -0.385 1.603 3.892
H 1.146 2.204 2.665
```

So, what does the Mulliken scheme give us? The charges, in e, come out as:
1 C -1.38
2 C 0.95
3 C -0.52
4 C -0.91
5 C 0.56
6 C -0.59
7 C 0.72
8 C -0.34
9 C -0.63
10 C -0.38
11 C -0.71
12 C -0.16
13 C -0.47
14 C -0.70
15 H 0.35
16 H 0.29
17 H 0.34
18 H 0.35
19 H 0.32
20 H 0.37
21 H 0.36
22 H 0.36
23 H 0.34
24 H 0.33
25 H 0.34
26 H 0.15
27 H 0.40
28 H 0.28
29 B 0.00
30 C 0.38
31 N -0.40
32 H 0.01
33 H 0.01



[3]
Below is a molecular structure, C8H20F6N4O15S6V, with properties calculated with ωB97M-V with the def2-TZVPD basis set.

## Properties
E ... -5596.30277 hartree
Net charge ... -1
Orbital gap ... 2.88 eV
ΔE to the lowest compared entry with this formula, charge and spin ... 10.973 eV
Molar mass ... 769.6 g/mol

Geometry as XYZ:
```
60
C8H20F6N4O15S6V (ωB97M-V with the def2-TZVPD basis set)
O -14.415 -18.967 -7.025
V -15.789 -19.276 -6.244
O -16.344 -20.543 -7.126
C -16.949 -19.385 -13.137
C -15.797 -18.502 -13.620
N -16.177 -17.102 -14.261
C -17.141 -17.347 -15.456
C -16.726 -16.232 -13.137
C -17.348 -14.883 -13.574
C -14.911 -16.419 -14.896
C -13.907 -15.843 -13.911
O -13.553 -16.761 -12.878
C -12.714 -16.158 -11.862
H -17.560 -19.730 -13.971
H -17.448 -18.926 -12.283
H -16.518 -20.303 -12.736
H -15.346 -19.125 -14.392
H -14.989 -18.492 -12.889
H -18.011 -17.923 -15.140
H -16.745 -18.040 -16.198
H -17.534 -16.393 -15.809
H -15.961 -16.390 -12.377
H -17.528 -16.857 -12.744
H -16.640 -14.189 -14.027
H -17.705 -14.426 -12.651
H -18.356 -14.787 -13.977
H -15.263 -15.617 -15.545
H -14.480 -17.215 -15.504
H -14.467 -15.065 -13.391
H -13.038 -15.384 -14.381
H -12.407 -16.908 -11.134
H -13.221 -15.499 -11.158
H -11.842 -15.687 -12.316
N -18.833 -15.832 -5.903
S -20.317 -15.643 -6.078
O -20.825 -15.330 -7.414
O -21.217 -15.282 -4.994
F -20.622 -17.224 -6.112
S -18.768 -14.164 -5.751
O -18.906 -13.703 -4.398
O -19.027 -13.295 -6.898
F -17.175 -14.177 -5.860
N -15.614 -20.161 -1.746
S -14.257 -20.514 -0.785
O -14.064 -21.953 -0.373
O -13.662 -19.458 0.050
F -13.235 -20.406 -2.036
S -16.494 -20.040 -0.545
O -16.564 -18.822 0.275
O -16.919 -21.302 0.128
F -17.800 -19.747 -1.393
N -11.058 -26.024 -8.707
S -12.356 -25.794 -9.709
O -12.449 -24.534 -10.488
O -13.661 -26.359 -9.317
F -11.840 -26.907 -10.834
S -11.412 -24.799 -7.828
O -12.652 -24.867 -7.074
O -11.062 -23.537 -8.373
F -10.177 -25.071 -6.810
```

So, what does the Mulliken scheme give us? The charges, in e, come out as:
1 O -0.45
2 V 1.86
3 O -0.43
4 C -1.21
5 C -0.39
6 N 0.19
7 C -1.07
8 C -0.49
9 C -1.46
10 C -0.67
11 C -0.78
12 O -0.29
13 C -0.83
14 H 0.32
15 H 0.32
16 H 0.45
17 H 0.33
18 H 0.46
19 H 0.40
20 H 0.39
21 H 0.41
22 H 0.61
23 H 0.31
24 H 0.34
25 H 0.42
26 H 0.42
27 H 0.45
28 H 0.49
29 H 0.41
30 H 0.52
31 H 0.30
32 H 0.35
33 H 0.29
34 N -0.24
35 S 1.09
36 O -0.60
37 O -0.57
38 F -0.35
39 S 1.09
40 O -0.54
41 O -0.55
42 F -0.32
43 N -0.19
44 S 1.05
45 O -0.55
46 O -0.54
47 F -0.30
48 S 1.02
49 O -0.58
50 O -0.59
51 F -0.32
52 N -0.28
53 S 1.09
54 O -0.58
55 O -0.58
56 F -0.32
57 S 1.10
58 O -0.57
59 O -0.57
60 F -0.30



[4]
Below is a molecular structure, C34H38N3OP2STi, with properties calculated with ωB97M-V with the def2-TZVPD basis set.

## Properties
E ... -3488.12252 hartree
Net charge ... +1
2S+1 ... 3
Orbital gap (spin up / spin down) ... 7.06 / 8.17 eV
ΔE to the lowest compared entry with this formula, charge and spin ... 0.437 eV
Molar mass ... 646.6 g/mol

Geometry as XYZ:
```
80
C34H38N3OP2STi (ωB97M-V with the def2-TZVPD basis set)
Ti -0.077 0.233 0.078
C 1.725 3.585 -0.015
C 1.734 2.311 0.787
C 2.857 1.476 0.745
C 3.010 0.411 1.623
C 2.005 0.108 2.529
C 0.843 0.872 2.537
C 0.712 1.978 1.689
H 2.630 4.155 0.199
H 0.860 4.199 0.220
H 1.705 3.390 -1.089
H 3.656 1.719 0.053
H 3.914 -0.186 1.598
H 2.119 -0.719 3.217
H 0.051 0.643 3.238
H -0.146 2.630 1.783
O -2.011 -0.045 0.963
N -1.543 -1.188 0.460
C -2.239 -2.225 0.267
C -1.569 -3.480 -0.106
C -2.398 -4.589 -0.270
C -1.887 -5.866 -0.423
C -0.518 -6.059 -0.356
C 0.317 -4.963 -0.199
C -0.170 -3.656 -0.137
P 1.103 -2.323 0.032
C 2.012 -2.966 1.478
C 1.267 -3.231 2.629
C 1.897 -3.638 3.794
C 3.281 -3.775 3.825
C 4.025 -3.516 2.684
C 3.394 -3.115 1.510
C 2.268 -2.546 -1.365
C 2.331 -3.614 -2.257
C 3.247 -3.609 -3.301
C 4.114 -2.540 -3.474
C 4.054 -1.463 -2.601
C 3.131 -1.465 -1.565
H -3.079 1.069 0.398
H -3.300 -2.236 0.507
H -3.472 -4.444 -0.241
H -2.557 -6.706 -0.547
H -0.096 -7.054 -0.411
H 1.381 -5.135 -0.095
H 0.188 -3.122 2.613
H 1.310 -3.849 4.679
H 3.774 -4.091 4.735
H 5.101 -3.633 2.700
H 3.986 -2.924 0.624
H 1.645 -4.444 -2.177
H 3.274 -4.444 -3.989
H 4.825 -2.542 -4.289
H 4.717 -0.617 -2.731
H 3.075 -0.610 -0.902
C -5.487 5.453 -1.039
C -4.841 4.167 -0.636
C -5.581 3.171 0.038
C -4.911 2.047 0.396
N -3.606 1.918 0.098
C -2.914 2.898 -0.546
S -1.280 2.685 -0.934
N -3.559 4.022 -0.914
H -6.555 5.328 -1.212
H -5.004 5.851 -1.927
H -5.358 6.180 -0.233
H -6.629 3.299 0.260
H -5.359 1.216 0.923
C 0.231 1.128 -3.705
P -0.469 -0.145 -2.600
C -2.260 -0.060 -2.947
C -0.031 -1.660 -3.519
H -0.058 0.943 -4.741
H 1.320 1.101 -3.637
H -0.116 2.115 -3.407
H -2.454 -0.207 -4.011
H -2.646 0.910 -2.640
H -2.773 -0.841 -2.384
H -0.487 -1.633 -4.510
H -0.381 -2.549 -2.992
H 1.050 -1.729 -3.631
```

So, what does the Mulliken scheme give us? The charges, in e, come out as:
1 Ti 0.08
2 C -1.78
3 C 0.72
4 C -0.46
5 C -0.48
6 C 0.05
7 C -0.32
8 C -0.95
9 H 0.45
10 H 0.40
11 H 0.31
12 H 0.53
13 H 0.41
14 H 0.53
15 H 0.36
16 H 0.47
17 O -1.06
18 N 0.80
19 C -1.45
20 C 0.90
21 C -0.74
22 C -0.75
23 C -0.88
24 C -1.05
25 C 0.93
26 P 2.15
27 C 0.08
28 C -0.56
29 C -0.64
30 C -0.62
31 C -0.62
32 C -0.42
33 C 0.38
34 C -0.57
35 C -0.64
36 C -0.68
37 C -0.66
38 C -0.47
39 H 0.17
40 H 0.36
41 H 0.44
42 H 0.43
43 H 0.45
44 H 0.56
45 H 0.33
46 H 0.44
47 H 0.40
48 H 0.47
49 H 0.44
50 H 0.47
51 H 0.43
52 H 0.40
53 H 0.46
54 H 0.20
55 C -1.25
56 C 1.05
57 C -1.02
58 C -0.08
59 N 0.22
60 C 0.21
61 S -0.34
62 N -0.51
63 H 0.38
64 H 0.36
65 H 0.28
66 H 0.39
67 H 0.46
68 C -1.31
69 P 1.04
70 C -1.16
71 C -1.22
72 H 0.43
73 H 0.33
74 H 0.40
75 H 0.50
76 H 0.24
77 H 0.27
78 H 0.63
79 H 0.26
80 H 0.25



[5]
Below is 2 unconnected molecules or ions with the total composition C22H19FO, with properties calculated with ωB97M-V with the def2-TZVPD basis set.

## Properties
E ... -1024.76638 hartree
Orbital gap ... 5.65 eV
ΔE to the lowest compared entry with this formula, charge and spin ... 0.000 eV
Molar mass ... 318.4 g/mol

Geometry as XYZ:
```
43
C22H19FO (ωB97M-V with the def2-TZVPD basis set)
C -2.746 -1.996 0.165
C -1.241 -2.043 0.302
C -0.618 -0.940 0.998
C 0.611 -1.062 1.733
C 1.630 -1.962 1.321
C 2.873 -1.955 1.948
C 3.104 -1.126 3.056
C 2.090 -0.272 3.509
C 0.867 -0.227 2.856
O -0.584 -2.973 -0.217
H -3.109 -0.989 -0.073
H -3.049 -2.682 -0.632
H -3.225 -2.325 1.098
H -1.296 -0.170 1.373
H 1.408 -2.634 0.492
H 3.664 -2.600 1.564
H 4.074 -1.140 3.551
H 2.268 0.372 4.367
H 0.085 0.456 3.188
F -4.839 -0.048 -3.540
C -3.536 0.085 -3.136
C -2.662 -0.980 -3.343
C -1.412 -0.915 -2.762
C -1.019 0.204 -1.958
C 0.170 0.078 -1.189
C 0.920 1.146 -0.588
C 2.339 1.128 -0.644
C 3.083 2.122 -0.024
C 2.440 3.152 0.675
C 1.040 3.171 0.760
C 0.287 2.174 0.152
C -1.871 1.346 -1.971
C -3.164 1.251 -2.466
H -2.977 -1.857 -3.901
H -0.713 -1.744 -2.871
H 0.751 -0.835 -1.396
H 2.830 0.317 -1.183
H 4.164 2.095 -0.076
H 3.022 3.935 1.151
H 0.533 3.957 1.315
H -0.798 2.136 0.287
H -1.519 2.290 -1.558
H -3.875 2.058 -2.335
```

So, what does the Mulliken scheme give us? The charges, in e, come out as:
1 C -1.39
2 C 0.79
3 C -0.72
4 C 0.87
5 C -0.31
6 C -0.64
7 C -0.44
8 C -0.61
9 C -0.42
10 O -0.71
11 H 0.28
12 H 0.34
13 H 0.40
14 H 0.47
15 H 0.43
16 H 0.39
17 H 0.38
18 H 0.38
19 H 0.35
20 F -0.33
21 C 0.49
22 C -0.60
23 C -0.57
24 C 0.86
25 C -1.02
26 C 0.82
27 C -0.31
28 C -0.75
29 C -0.42
30 C -0.99
31 C -0.18
32 C -0.30
33 C -0.87
34 H 0.43
35 H 0.33
36 H 0.38
37 H 0.39
38 H 0.41
39 H 0.40
40 H 0.37
41 H 0.48
42 H 0.67
43 H 0.45



[6]
Below is 2 unconnected molecules or ions with the total composition C4H10N2O2, with properties calculated with ωB97M-V with the def2-TZVPD basis set.

## Properties
E ... -418.42355 hartree
Orbital gap ... 10.32 eV
SMILES string ... CC(N)=O.CC(N)=O
ΔE to the lowest compared entry with this formula, charge and spin ... 1.018 eV
Molar mass ... 118.1 g/mol

Geometry as XYZ:
```
18
C4H10N2O2 (ωB97M-V with the def2-TZVPD basis set)
C 0.581 -0.530 2.712
C 0.434 -0.075 1.309
N 1.464 -0.316 0.467
O -0.658 0.365 0.918
H 1.588 -0.873 2.937
H -0.086 -1.367 2.902
H 0.340 0.068 3.614
H 1.530 0.162 -0.453
H 2.365 -0.467 0.905
C -1.483 -0.564 -1.897
C -0.302 0.342 -1.839
N -0.513 1.666 -1.417
O 0.748 0.163 -2.434
H -2.029 -0.445 -2.846
H -2.160 -0.598 -1.033
H -1.120 -1.601 -2.022
H 0.321 2.221 -1.273
H -1.018 1.849 -0.549
```

So, what does the Mulliken scheme give us? The charges, in e, come out as:
1 C -1.10
2 C 0.75
3 N -0.33
4 O -0.65
5 H 0.31
6 H 0.25
7 H 0.30
8 H 0.23
9 H 0.25
10 C -1.09
11 C 0.59
12 N -0.42
13 O -0.62
14 H 0.34
15 H 0.30
16 H 0.29
17 H 0.29
18 H 0.32



[7]
Below is a molecular structure, C52H43N6O5P2V, with properties calculated with ωB97M-V with the def2-TZVPD basis set.

## Properties
E ... -4338.81207 hartree
2S+1 ... 3
Orbital gap (spin up / spin down) ... 7.62 / 7.75 eV
ΔE to the lowest compared entry with this formula, charge and spin ... 0.509 eV
Molar mass ... 944.8 g/mol

Geometry as XYZ:
```
109
C52H43N6O5P2V (ωB97M-V with the def2-TZVPD basis set)
V -1.295 -0.749 0.490
O -1.509 -1.657 -1.121
C -2.510 -2.164 -1.822
C -2.219 -2.994 -2.913
C -3.237 -3.518 -3.683
C -4.572 -3.229 -3.401
C -4.867 -2.407 -2.336
C -3.856 -1.863 -1.534
C -4.220 -0.959 -0.468
N -3.371 -0.378 0.293
N -3.899 0.537 1.195
C -2.937 1.045 1.900
O -1.683 0.737 1.735
C -3.244 2.086 2.910
C -2.202 2.820 3.470
C -2.473 3.820 4.391
C -3.784 4.090 4.757
C -4.825 3.361 4.196
C -4.559 2.364 3.273
H -1.180 -3.216 -3.122
H -2.991 -4.162 -4.519
H -5.364 -3.645 -4.009
H -5.899 -2.166 -2.104
H -5.272 -0.720 -0.328
H -1.185 2.610 3.162
H -1.660 4.393 4.819
H -3.996 4.872 5.475
H -5.848 3.575 4.478
H -5.360 1.791 2.825
C 2.963 0.066 -0.784
N 3.193 -1.097 0.059
C 2.735 -1.005 1.425
P 1.016 -0.375 1.739
C 1.311 1.417 1.923
C 2.095 1.929 2.956
C 2.339 3.292 3.043
C 1.815 4.155 2.090
C 1.049 3.651 1.049
C 0.795 2.289 0.969
C 0.749 -0.991 3.431
C 0.148 -0.186 4.395
C -0.210 -0.714 5.626
C 0.015 -2.054 5.902
C 0.590 -2.869 4.939
C 0.952 -2.344 3.708
C 4.359 -1.863 -0.156
C 4.784 -2.145 -1.459
C 5.908 -2.917 -1.687
C 6.640 -3.440 -0.629
C 6.224 -3.171 0.663
C 5.102 -2.388 0.905
P 1.289 -0.111 -1.603
C 1.285 1.279 -2.782
C 1.813 2.514 -2.399
C 1.674 3.630 -3.212
C 1.004 3.533 -4.423
C 0.474 2.311 -4.814
C 0.609 1.197 -4.000
C 1.633 -1.590 -2.613
C 2.216 -1.560 -3.880
C 2.528 -2.740 -4.540
C 2.278 -3.963 -3.931
C 1.706 -4.002 -2.668
C 1.371 -2.823 -2.018
H 3.745 0.149 -1.537
H 2.993 0.981 -0.182
H 3.390 -0.381 2.054
H 2.747 -2.008 1.850
H 2.504 1.265 3.708
H 2.938 3.679 3.857
H 2.005 5.219 2.159
H 0.640 4.319 0.299
H 0.187 1.902 0.160
H -0.065 0.853 4.180
H -0.682 -0.077 6.363
H -0.275 -2.468 6.859
H 0.738 -3.923 5.132
H 1.347 -3.012 2.952
H 4.210 -1.789 -2.302
H 6.204 -3.125 -2.708
H 7.515 -4.049 -0.811
H 6.779 -3.564 1.505
H 4.828 -2.187 1.930
H 2.331 2.618 -1.454
H 2.092 4.577 -2.897
H 0.896 4.402 -5.058
H -0.049 2.223 -5.758
H 0.182 0.252 -4.318
H 2.449 -0.613 -4.351
H 2.978 -2.702 -5.524
H 2.530 -4.884 -4.442
H 1.506 -4.951 -2.186
H 0.897 -2.869 -1.046
O -0.312 -3.200 1.104
N -1.277 -3.148 1.882
O -1.607 -4.036 2.627
O -1.879 -2.000 1.959
N -4.212 5.503 -0.135
C -3.820 4.546 -0.635
C -3.320 3.359 -1.269
C -3.813 2.934 -2.498
C -3.283 1.787 -3.057
C -2.294 1.106 -2.363
N -1.827 1.500 -1.180
C -2.326 2.609 -0.648
H -4.592 3.497 -2.996
H -3.630 1.413 -4.010
H -1.870 0.193 -2.759
H -1.932 2.916 0.315
```

Here are the Mulliken charges for atoms 1 to 99, given in e:
1 V 0.28
2 O 1.24
3 C 0.54
4 C -0.76
5 C -0.54
6 C -0.92
7 C -0.83
8 C 0.72
9 C -0.98
10 N 0.69
11 N -1.05
12 C -0.50
13 O 2.11
14 C -0.12
15 C 0.32
16 C -1.32
17 C -0.45
18 C -0.75
19 C -0.58
20 H 0.26
21 H 0.47
22 H 0.39
23 H 0.44
24 H 0.39
25 H 0.14
26 H 0.46
27 H 0.40
28 H 0.43
29 H 0.47
30 C -2.09
31 N 0.62
32 C -1.70
33 P 0.97
34 C 0.55
35 C -0.33
36 C -0.94
37 C -0.92
38 C -0.68
39 C 0.63
40 C 1.31
41 C -0.54
42 C -0.91
43 C -0.69
44 C -0.84
45 C -0.87
46 C 0.84
47 C 0.13
48 C -0.97
49 C -0.56
50 C -0.74
51 C -0.69
52 P 2.67
53 C 0.30
54 C -0.88
55 C -0.77
56 C -0.76
57 C -0.77
58 C -0.70
59 C 0.59
60 C -0.63
61 C -0.69
62 C -0.80
63 C -0.69
64 C -0.51
65 H 0.89
66 H 0.52
67 H 0.74
68 H 1.07
69 H 0.47
70 H 0.44
71 H 0.40
72 H 0.55
73 H -0.66
74 H 0.16
75 H 0.48
76 H 0.39
77 H 0.42
78 H 0.32
79 H 0.28
80 H 0.42
81 H 0.39
82 H 0.38
83 H 0.40
84 H 0.30
85 H 0.47
86 H 0.40
87 H 0.44
88 H 0.43
89 H 0.46
90 H 0.43
91 H 0.43
92 H 0.53
93 H 0.11
94 O -0.46
95 N 0.76
96 O -0.72
97 O -0.52
98 N -0.57
99 C -0.26